# 1
The following is a quantum chemistry calculation of a structure of composition C22H27BrInO, from OMol25.

Last column: natural (NBO) charge in e.
Element x y z (Å)
In  1.287  0.824  -1.475  1.575
Br  0.913  1.950  0.780  -0.561
O  -0.519  -0.145  -0.278  -0.785
C  -0.753  1.600  -2.294  -0.353
C  0.682  -2.564  0.807  -0.264
C  -2.177  -0.247  2.968  -0.196
C  3.533  1.195  -0.880  -0.352
C  3.074  -0.057  -0.321  -0.377
C  -0.890  -0.457  0.842  0.440
C  1.954  -2.691  1.667  -0.603
C  -0.735  -2.119  2.739  -0.233
C  1.153  2.774  -2.935  -0.383
C  -4.281  1.276  1.652  -0.595
C  -2.757  1.535  1.490  -0.222
C  -2.636  2.359  0.232  -0.606
C  3.548  1.051  -2.313  -0.342
C  -1.638  -1.413  3.512  -0.316
C  -0.352  -1.681  1.489  -0.082
C  3.092  -0.284  -2.639  -0.365
C  0.128  -3.958  0.466  -0.594
C  2.822  -0.970  -1.404  -0.372
C  0.027  2.789  -2.043  -0.329
C  1.037  1.603  -3.773  -0.351
C  -1.906  0.239  1.712  -0.136
C  -0.144  0.868  -3.358  -0.391
H  1.732  1.292  -4.545  0.223
H  0.888  -2.059  -0.152  0.214
H  -3.170  3.309  0.351  0.188
H  2.903  -0.259  0.723  0.267
H  -0.130  -4.501  1.378  0.195
H  -0.763  -3.862  -0.160  0.210
H  2.949  -0.695  -3.632  0.231
H  -2.443  2.219  2.304  0.193
H  -0.335  -3.037  3.192  0.181
H  3.758  2.095  -0.324  0.256
H  1.954  3.503  -2.951  0.230
H  2.754  -3.170  1.096  0.191
H  3.817  1.825  -3.022  0.230
H  -4.628  0.606  0.856  0.196
H  2.296  -1.715  2.028  0.213
H  0.887  -4.519  -0.079  0.185
H  -1.589  2.622  0.059  0.236
H  -4.834  2.219  1.569  0.187
H  2.459  -1.986  -1.309  0.249
H  -1.623  1.305  -1.739  0.273
H  -3.120  1.840  -0.598  0.185
H  -2.873  0.256  3.667  0.182
H  -0.164  3.528  -1.279  0.254
H  -0.473  -0.084  -3.757  0.240
H  -1.912  -1.757  4.508  0.185
H  -4.563  0.843  2.609  0.200
H  1.765  -3.296  2.561  0.198

Properties
Relative energy (zero: lowest compared OMol25 entry of this formula, charge and spin) = 1.4748 eV
HOMO = -0.127 Ha
Total energy = -3693.8339 a.u.
Charge = -1

***

# 2
The following is a quantum chemistry calculation of a structure of composition C22H27BrN2O2PtS4, from OMol25.

Last column: Löwdin spin population.
Element x y z (Å)
Pt  0.178  1.917  0.029  1.102
Br  -6.116  -2.677  0.092  0.237
S  2.562  1.458  0.032  0.240
S  -0.416  4.279  0.053  0.246
S  0.488  2.224  -2.426  0.097
S  0.427  2.213  2.492  0.098
O  -0.480  -0.902  0.147  0.141
O  -2.386  0.906  -0.063  0.083
N  0.134  -3.902  -0.575  0.019
N  -1.462  -5.052  0.513  0.056
C  3.097  2.556  -1.301  0.018
C  -4.411  -2.117  0.034  0.148
C  -3.445  1.917  -0.099  0.006
C  0.627  4.850  1.414  0.019
C  0.602  -5.224  -0.437  0.046
C  0.828  -7.910  0.319  0.008
C  -2.049  -2.746  0.021  0.020
C  0.384  4.893  -1.450  0.020
C  0.035  3.973  -2.610  0.009
C  -1.094  -3.877  -0.011  0.119
C  -0.333  -7.271  0.643  0.137
C  0.306  4.024  2.655  0.008
C  -4.098  -0.757  -0.043  -0.004
C  1.766  -5.845  -0.752  0.110
C  1.850  -7.228  -0.376  0.261
C  2.199  1.884  2.702  0.009
C  2.303  2.239  -2.563  0.008
C  -2.779  -0.367  -0.043  0.073
C  3.117  2.271  1.553  0.019
C  -3.381  -3.110  0.061  0.208
C  -0.446  -5.884  0.265  0.154
C  -1.729  -1.372  0.027  0.224
H  4.130  1.927  1.765  0.006
H  -4.043  1.788  -0.999  0.001
H  1.666  4.771  1.103  0.001
H  3.158  3.344  1.379  0.001
H  0.960  4.316  3.478  0.002
H  0.967  -8.951  0.576  -0.003
H  0.000  5.895  -1.647  0.006
H  2.556  2.953  -3.348  0.002
H  0.400  5.900  1.602  0.006
H  -1.041  3.955  -2.792  0.000
H  2.746  -7.771  -0.654  0.010
H  4.158  2.382  -1.483  0.005
H  2.597  -5.364  -1.250  0.003
H  -4.901  -0.037  -0.072  -0.002
H  2.971  3.582  -0.963  0.001
H  0.502  4.333  -3.529  0.002
H  -3.644  -4.159  0.096  0.005
H  -2.931  2.870  -0.124  0.002
H  0.510  -3.233  -1.231  0.000
H  2.252  0.814  2.907  0.000
H  -0.717  4.199  2.990  0.000
H  1.455  4.971  -1.273  0.001
H  2.557  1.250  -2.946  0.000
H  -4.049  1.841  0.803  0.001
H  -1.156  -7.769  1.137  0.004
H  0.104  -1.562  0.555  0.003
H  2.514  2.391  3.616  0.002

Properties
HOMO (spin up / spin down) = -0.671 / -0.733 Ha
⟨S²⟩ = 6.0588
Multiplicity = 5
Total energy = -5399.0792 a.u.
Charge = +4

***

# 3
The following is a quantum chemistry calculation of a structure of composition C22H27ClDyN5O8, from OMol25.

Last column: Löwdin spin population.
Element x y z (Å)
Dy  -0.114  0.894  -0.441  5.067
Cl  1.537  3.509  -4.499  0.000
O  -3.531  -0.056  1.942  0.000
O  2.497  0.506  -0.125  -0.006
O  3.848  2.243  -0.498  0.000
O  0.022  1.806  -2.529  -0.003
O  -2.190  2.080  -0.836  -0.012
O  -4.419  2.343  -0.940  0.000
O  0.933  2.784  -0.787  -0.007
O  0.621  1.665  1.877  -0.008
N  -3.586  0.285  -0.981  0.000
N  -1.442  0.825  1.574  -0.008
N  3.310  0.058  2.319  0.000
N  0.369  -1.364  -0.494  -0.009
N  -2.520  -0.600  -0.768  -0.003
C  -1.037  -4.602  0.652  0.000
C  1.634  -1.215  -3.967  0.000
C  -0.085  -2.389  0.325  0.001
C  4.004  1.159  1.653  0.000
C  -2.551  0.545  2.338  0.000
C  0.914  2.530  -2.025  -0.006
C  -0.760  -3.155  2.534  0.000
C  2.062  3.047  -2.870  0.000
C  -2.358  1.064  3.761  0.000
C  1.088  -1.703  -1.647  -0.001
C  -0.526  1.454  2.314  -0.002
C  2.915  -2.837  -2.765  0.000
C  -1.174  -4.374  2.015  0.000
C  -4.202  3.759  -1.018  0.000
C  -0.212  -2.186  1.710  0.000
C  -3.316  1.604  -0.894  -0.001
C  2.687  -2.115  -3.931  0.000
C  -1.026  1.807  3.699  0.000
C  0.828  -1.034  -2.853  -0.001
C  2.135  -2.637  -1.641  0.000
C  3.444  1.399  0.245  0.000
C  -0.509  -3.632  -0.181  0.000
H  -0.299  1.507  4.454  0.000
H  -0.427  -3.813  -1.246  0.000
H  2.487  0.416  2.790  0.000
H  -1.592  -5.134  2.662  0.000
H  5.057  0.908  1.530  0.000
H  0.145  -1.251  2.124  0.000
H  3.316  -2.259  -4.799  0.000
H  3.894  -0.415  2.993  0.000
H  -0.852  -2.966  3.597  0.000
H  -3.206  1.682  4.049  0.000
H  -5.189  4.207  -1.021  0.000
H  -0.040  -0.386  -2.920  -0.001
H  -1.353  -5.549  0.231  0.000
H  2.339  -3.189  -0.731  0.000
H  2.523  3.902  -2.390  0.000
H  -1.141  2.890  3.767  0.000
H  -3.623  4.108  -0.165  0.000
H  -2.587  -0.969  0.179  0.000
H  -3.666  4.009  -1.932  0.000
H  1.420  -0.660  -4.873  0.000
H  3.721  -3.560  -2.728  0.000
H  2.793  2.246  -2.964  0.000
H  -2.328  0.207  4.435  0.000
H  2.464  -0.139  0.636  0.000
H  -2.593  -1.365  -1.425  0.000
H  -4.514  -0.002  -0.711  0.000
H  3.957  2.108  2.191  0.000

Properties
Relative energy (zero: lowest compared OMol25 entry of this formula, charge and spin) = 0.2801 eV
HOMO (spin up / spin down) = -0.254 / -0.254 Ha
⟨S²⟩ = 9.3329
Multiplicity = 6
Total energy = -3075.7224 a.u.

***

# 4
The following is a quantum chemistry calculation of a structure of composition C22H27CsN5O5S, from OMol25.

Last column: Löwdin charge in e.
Element x y z (Å)
Cs  -0.689  1.138  -0.234  1.394
S  -1.107  -1.264  -3.936  0.554
O  -2.194  -1.049  -0.043  -0.295
O  -0.671  3.262  3.887  -0.011
O  -5.168  0.653  4.632  0.050
O  -0.798  3.056  1.634  -0.257
O  -2.910  -2.700  1.316  -0.019
N  -0.906  -3.229  -1.325  0.136
N  -1.880  0.543  2.129  -0.023
N  -2.005  -3.756  -4.579  0.001
N  -1.466  -3.603  -2.545  -0.086
N  -2.270  -4.990  -4.050  0.100
C  -2.801  -0.434  2.122  -0.185
C  -1.518  -2.868  -3.694  -0.819
C  -1.915  -4.868  -2.807  -0.349
C  -2.627  -1.526  1.034  -0.666
C  -1.992  -5.914  -1.763  -0.007
C  2.332  0.675  -3.070  -0.050
C  -3.905  -0.436  2.954  0.050
C  -4.072  0.641  3.815  -0.300
C  2.446  2.427  2.464  -0.032
C  -1.064  2.762  2.827  -0.685
C  2.481  1.956  1.034  -0.208
C  2.369  1.125  -1.629  -0.253
C  1.876  3.481  -2.394  -0.048
C  2.494  -1.295  -0.949  -0.046
C  2.315  2.904  0.015  -0.219
C  2.516  0.177  -0.612  -0.249
C  -3.146  1.668  3.814  0.040
C  2.229  2.484  -1.316  -0.245
C  -2.066  1.582  2.944  -0.193
C  2.173  4.354  0.391  -0.035
C  2.605  0.599  0.722  -0.219
C  2.827  -0.407  1.825  -0.039
H  -2.285  -6.858  -2.213  0.078
H  1.623  3.125  2.621  0.065
H  -0.725  -2.228  -1.414  0.033
H  1.894  -0.659  2.339  0.099
H  2.292  1.612  3.167  0.073
H  2.943  -0.212  -3.227  0.076
H  1.319  0.418  -3.399  0.050
H  3.378  2.932  2.744  0.090
H  -4.614  -1.251  2.925  0.125
H  -5.140  1.458  5.159  0.098
H  -2.199  -3.570  -5.545  0.138
H  3.510  -0.018  2.579  0.078
H  3.255  -1.334  1.451  0.067
H  -2.718  -5.630  -0.999  0.090
H  3.498  -1.705  -1.098  0.092
H  1.187  4.233  -2.013  0.077
H  -1.025  -6.017  -1.268  0.083
H  2.748  4.013  -2.787  0.091
H  2.871  4.618  1.186  0.079
H  1.163  4.536  0.774  0.088
H  -3.229  2.530  4.465  0.121
H  2.021  -1.877  -0.159  0.075
H  1.922  -1.493  -1.854  0.063
H  1.386  3.000  -3.239  0.069
H  2.370  5.017  -0.448  0.067
H  2.712  1.443  -3.742  0.073
H  -1.648  -3.231  -0.615  0.075

Properties
Relative energy (zero: lowest compared OMol25 entry of this formula, charge and spin) = 0.8742 eV
HOMO = -0.207 Ha
Total energy = -1923.0188 a.u.
Charge = -1